Formula: C3H3NS
Source: OMol25
Level of theory: ωB97M-V/def2-TZVPD

Last column: Löwdin charge in e.
Geometry (Å):
C  1.058  -0.113  -0.361  -0.289
C  0.236  0.619  0.580  -0.153
C  -0.400  1.190  1.416  0.119
H  -1.538  -1.299  -0.425  -0.147
H  2.169  -0.110  -0.255  0.118
H  -1.129  1.621  2.097  0.047
N  0.612  -0.748  -1.391  -0.405
S  -1.009  -1.161  -1.659  0.710

Cartesian forces (eV/Å) of the 3 atoms listed first:
-0.1 -0.1 -0.9
0.8 -1.0 -0.2
-1.2 0.4 0.6

The frontier orbital gap is 8.95 eV. The value obtained for the maximum force is 1.418 eV/Å. The calculation puts the relative energy (zero: lowest compared OMol25 entry of this formula, charge and spin) at 2.042 eV. For the highest occupied orbital energy, the calculation gives -8.9 eV. As for the multiplicity: 1. The value obtained for the total energy is -15481.7147 eV. Its structure (SMILES) is C#C/C=N\S.